## 1
Below is a single C8H16N2O2 molecule, with properties calculated with ωB97M-V/def2-TZVPD.

ORCA input file:
```
! wB97M-V def2-TZVPD RIJCOSX def2/J DEFGRID3
* xyz 0 1
C 1.386 -0.805 -0.252
C 1.537 0.640 0.102
C 0.019 -1.182 0.124
C 0.159 1.207 0.011
C -0.597 -2.084 -0.979
C 0.008 -1.910 1.584
C -0.020 1.732 -1.531
C -0.061 2.214 1.220
N -2.023 0.245 -0.124
N -0.663 0.082 0.229
O -2.824 -0.419 0.543
O -2.509 1.245 -0.572
H 1.506 -0.944 -1.285
H 2.151 -1.591 -0.032
H 2.020 0.718 1.027
H 2.105 1.168 -0.674
H -1.103 -2.992 -0.697
H 0.104 -2.364 -1.801
H -1.231 -1.453 -1.449
H 0.825 -1.409 2.130
H 0.404 -2.930 1.471
H -0.865 -1.922 2.230
H 0.627 2.606 -1.590
H -0.911 1.828 -1.946
H 0.486 1.020 -2.167
H -0.912 2.903 0.955
H 0.802 2.721 1.325
H -0.421 1.677 2.148
*
```

Output
- orbital gap (eV) = 9.664
- SMILES = CC1(C)CCC(C)(C)N1[N+](=O)[O-]
- highest occupied orbital energy (eV) = -9.405

Here are the natural (NBO) charges for atoms 1 to 4, given in e: C -0.429; C -0.417; C 0.139; C 0.147



## 2
Below is a single C8H16N2O2 molecule, with properties calculated with ωB97M-V/def2-TZVPD.

ORCA input file:
```
! wB97M-V def2-TZVPD RIJCOSX def2/J DEFGRID3
* xyz 0 1
C 1.870 0.674 2.006
C -1.612 0.360 0.828
C -1.248 0.699 -0.603
C -0.645 0.917 1.879
C -1.007 2.194 -0.852
C 1.251 -1.734 -0.334
C 0.522 -1.550 -2.777
C 0.100 -1.226 -1.289
N 0.737 1.112 1.390
N -0.061 0.168 -1.024
O 1.953 0.476 3.242
O -0.608 0.024 2.943
H 2.815 0.645 1.297
H -2.637 0.507 1.031
H -1.444 -0.724 0.927
H -1.986 0.117 -1.179
H -1.010 1.896 2.247
H -1.196 2.460 -1.995
H 0.002 2.216 -0.518
H -1.700 2.937 -0.454
H 2.204 -1.140 -0.475
H 1.068 -1.638 0.805
H 1.509 -2.826 -0.506
H -0.464 -1.694 -3.339
H 0.957 -2.541 -2.664
H 1.059 -0.674 -3.102
H -0.807 -1.768 -0.920
H 0.380 0.112 3.438
*
```

Output
- orbital gap (alpha / beta) (eV) = 7.039 / 8.924
- highest occupied orbital energy (alpha / beta) (eV) = -9.189 / -9.455

Here are the natural (NBO) charges for atoms 1 to 4, given in e: C 0.466; C -0.406; C -0.130; C 0.204



Stability ranking, top entry: 2; the second entry is 29.3 kJ/mol less favorable.



## 1
Below is 2 unconnected molecules or ions with the total composition C3H8O4, with properties calculated with ωB97M-V/def2-TZVPD.

ORCA input file:
```
! wB97M-V def2-TZVPD RIJCOSX def2/J DEFGRID3
* xyz 0 1
O 0.032 -1.402 1.582
C -0.985 -1.212 0.973
O -2.184 -1.358 1.602
C -1.107 -0.870 -0.482
C -0.482 -1.983 -1.328
O 0.929 -1.851 -1.321
H -1.890 -1.499 2.516
H -0.637 0.083 -0.705
H -2.188 -0.775 -0.604
H -0.718 -1.904 -2.386
H -0.891 -2.926 -0.950
H 1.266 -2.120 -0.458
H 3.212 5.214 0.280
H 2.922 6.568 1.017
O 2.722 6.034 0.265
*
```

Output
- orbital gap (eV) = 11.305
- SMILES = O=C(O)CCO.O
- highest occupied orbital energy (eV) = -10.596

Here are the natural (NBO) charges for atoms 1 to 4, given in e: O -0.611; C 0.792; O -0.680; C -0.546



## 2
Below is 2 unconnected molecules or ions with the total composition C3H8O4, with properties calculated with ωB97M-V/def2-TZVPD.

ORCA input file:
```
! wB97M-V def2-TZVPD RIJCOSX def2/J DEFGRID3
* xyz 0 1
C 2.098 -0.626 -0.324
O 2.070 -0.124 0.872
O 2.292 1.294 0.434
O 2.975 -0.261 -1.170
H 3.247 0.773 -0.666
H 1.348 -1.375 -0.569
C -1.337 0.409 0.479
C -2.280 -0.673 -0.013
O -0.390 0.694 -0.545
H 0.259 1.333 -0.205
H -1.905 1.314 0.732
H -0.826 0.079 1.393
H -3.034 -0.898 0.743
H -1.731 -1.587 -0.237
H -2.787 -0.350 -0.922
*
```

Output
- orbital gap (eV) = 10.136
- highest occupied orbital energy (eV) = -10.190

Here are the natural (NBO) charges for atoms 1 to 4, given in e: C 0.721; O -0.286; O -0.554; O -0.606



Stability ranking, top entry: 1; the second entry is 471.1 kJ/mol less favorable.



## 1
Below is 2 unconnected molecules or ions with the total composition C3H8O4, with properties calculated with ωB97M-V/def2-TZVPD.

ORCA input file:
```
! wB97M-V def2-TZVPD RIJCOSX def2/J DEFGRID3
* xyz 0 1
C 1.616 -0.294 0.555
C 0.171 -0.683 0.530
C -0.801 -0.113 1.232
O 0.002 -1.696 -0.365
O -1.356 -2.092 -0.523
H -1.307 -2.645 -1.314
H 2.239 -1.183 0.494
H 1.839 0.252 1.464
H 1.831 0.338 -0.305
H -0.580 0.665 1.938
H -1.818 -0.454 1.162
O -1.088 2.060 -0.900
O 0.183 1.914 -1.519
H 0.157 2.607 -2.190
H -1.088 1.322 -0.257
*
```

Output
- orbital gap (eV) = 9.964
- SMILES = C=C(C)OO.OO
- highest occupied orbital energy (eV) = -9.157

Here are the natural (NBO) charges for atoms 1 to 4, given in e: C -0.664; C 0.343; C -0.608; O -0.254



## 2
Below is 2 unconnected molecules or ions with the total composition C3H8O4, with properties calculated with ωB97M-V/def2-TZVPD.

ORCA input file:
```
! wB97M-V def2-TZVPD RIJCOSX def2/J DEFGRID3
* xyz 0 1
O -2.852 1.080 1.634
O -0.748 1.058 0.597
O 0.835 -0.542 0.994
C -1.989 1.517 0.891
C 1.890 0.309 1.642
C -0.445 -0.069 1.260
H -2.114 2.514 0.423
H 1.778 1.317 1.209
H 2.929 -0.027 1.488
H 1.697 0.368 2.727
H -1.039 -0.948 0.945
H -0.562 0.042 2.355
O -0.062 -1.983 -5.586
H 0.083 -2.030 -4.614
H 0.599 -2.605 -5.966
*
```

Output
- orbital gap (eV) = 11.322
- SMILES = COCOC=O.O
- highest occupied orbital energy (eV) = -10.647

Here are the natural (NBO) charges for atoms 1 to 4, given in e: O -0.562; O -0.497; O -0.531; C 0.641



Stability ranking, top entry: 2; the second entry is 475.1 kJ/mol less favorable.



## 1
Below is 5 unconnected molecules or ions with the total composition C5H22N2O5, with properties calculated with ωB97M-V/def2-TZVPD.

ORCA input file:
```
! wB97M-V def2-TZVPD RIJCOSX def2/J DEFGRID3
* xyz 0 1
C 2.568 0.178 1.117
N 2.229 0.968 2.241
C 1.441 -0.181 0.120
C 1.999 -1.357 -0.783
C 0.887 -2.327 -1.158
N 0.871 1.045 -0.490
C 0.063 0.764 -1.625
O -1.100 0.069 -1.265
H 3.326 0.658 0.454
H 3.021 -0.852 1.527
H 1.677 0.690 3.070
H 2.565 1.901 2.274
H 0.592 -0.790 0.645
H 2.739 -1.918 -0.083
H 2.454 -0.890 -1.656
H 0.439 -1.898 -2.073
H 1.544 -3.239 -1.400
H 0.169 -2.626 -0.332
H 0.239 1.385 0.213
H -0.392 1.783 -1.895
H 0.615 0.213 -2.415
H -1.007 -0.854 -1.247
H -3.926 -0.544 0.454
H -3.411 0.864 0.896
O -3.910 0.409 0.224
H -1.893 -2.328 1.173
H -1.594 -0.946 0.447
O -2.214 -1.665 0.604
H -2.994 1.399 -1.492
H -1.925 2.124 -2.268
O -2.841 2.203 -2.013
H -0.156 1.442 2.068
H -0.973 2.603 2.502
O -1.102 1.717 2.168
*
```

Output
- orbital gap (eV) = 9.742
- SMILES = CC[C@@H](CN)NCO.O.O.O.O
- highest occupied orbital energy (eV) = -9.337

Here are the natural (NBO) charges for atoms 1 to 4, given in e: C -0.207; N -0.902; C -0.058; C -0.418



## 2
Below is 5 unconnected molecules or ions with the total composition C5H22N2O5, with properties calculated with ωB97M-V/def2-TZVPD.

ORCA input file:
```
! wB97M-V def2-TZVPD RIJCOSX def2/J DEFGRID3
* xyz 0 1
C 2.487 -1.112 1.251
N 1.602 -0.770 0.134
C 0.686 0.380 0.386
C -0.267 0.104 1.565
C -1.721 0.418 1.248
O 0.163 0.720 2.773
C 1.520 1.664 0.482
N 0.708 2.815 0.852
H 2.449 -0.347 2.022
H 2.163 -2.022 1.763
H 3.496 -1.284 0.902
H 0.951 -1.529 -0.031
H 0.110 0.500 -0.537
H -0.205 -0.950 1.795
H -2.189 -0.419 0.744
H -1.840 1.312 0.640
H -2.300 0.626 2.150
H 0.132 1.677 2.633
H 2.011 1.772 -0.486
H 2.281 1.517 1.239
H 0.197 3.190 0.069
H 1.226 3.556 1.301
H -2.604 1.605 -1.796
H -3.021 0.169 -2.185
O -3.241 1.100 -2.309
H -1.300 -1.386 -3.223
H -0.761 -1.461 -1.835
O -1.608 -1.381 -2.305
H 1.149 -0.552 -1.976
H 2.298 -0.664 -2.936
O 1.381 -0.354 -2.893
H -1.388 -3.789 0.442
H -1.676 -2.664 -0.537
O -1.130 -2.881 0.237
*
```

Output
- orbital gap (eV) = 9.366
- SMILES = CN[C@H](CN)[C@H](C)O.O.O.O.O
- highest occupied orbital energy (eV) = -8.993

Here are the natural (NBO) charges for atoms 1 to 4, given in e: C -0.432; N -0.666; C -0.067; C 0.064



Stability ranking, top entry: 2; the second entry is 142.4 kJ/mol less favorable.



## 1
Below is a molecular structure, H14LiO7, with properties calculated with ωB97M-V/def2-TZVPD.

ORCA input file:
```
! wB97M-V def2-TZVPD RIJCOSX def2/J DEFGRID3
* xyz 1 1
Li -0.172 -0.516 0.077
O 1.231 -1.339 0.620
H 1.570 -1.679 -0.231
H 1.681 -1.966 1.054
O 1.424 2.235 -1.848
H 1.319 1.875 -0.891
H 1.169 3.061 -1.791
O 1.300 1.200 0.607
H 2.015 0.605 0.694
H 0.887 1.544 1.458
O -1.636 -1.563 -0.305
H -1.291 -2.369 0.306
H -2.505 -1.339 -0.172
O -1.714 0.819 -0.082
H -2.148 1.358 0.662
H -2.270 0.738 -0.783
O 0.584 -0.671 -2.116
H 1.016 0.053 -2.596
H -0.080 -0.986 -2.716
O -0.522 -0.336 2.495
H -0.844 -1.214 2.856
H -1.009 0.480 2.705
*
```

Output
- orbital gap (eV) = 10.104
- highest occupied orbital energy (eV) = -13.735

Here are the natural (NBO) charges for atoms 1 to 4, given in e: Li 0.865; O -0.965; H 0.507; H 0.490



## 2
Below is a molecular structure, H14LiO7, with properties calculated with ωB97M-V/def2-TZVPD.

ORCA input file:
```
! wB97M-V def2-TZVPD RIJCOSX def2/J DEFGRID3
* xyz 1 1
Li -36.312 26.095 45.078
O -37.930 27.470 44.371
H -38.476 27.134 43.664
H -38.448 27.542 45.225
O -37.007 24.695 43.641
H -36.869 24.067 42.892
H -37.989 24.560 43.885
O -34.552 26.711 44.046
H -34.652 27.027 43.090
H -33.836 27.335 44.432
O -38.315 25.115 46.438
H -37.695 24.364 46.280
H -39.166 24.733 46.347
O -35.307 24.471 46.097
H -35.447 23.560 45.941
H -34.881 24.550 46.852
O -38.321 26.992 47.743
H -38.055 26.419 46.967
H -38.710 26.364 48.534
O -35.684 27.582 46.481
H -34.860 27.383 47.085
H -35.926 28.504 46.768
*
```

Output
- orbital gap (eV) = 10.085
- highest occupied orbital energy (eV) = -13.519

Here are the natural (NBO) charges for atoms 1 to 4, given in e: Li 0.887; O -0.974; H 0.491; H 0.505



Stability ranking, top entry: 2; the second entry is 39.5 kJ/mol less favorable.



## 1
Below is a single C16H19N3O3 molecule, with properties calculated with ωB97M-V/def2-TZVPD.

ORCA input file:
```
! wB97M-V def2-TZVPD RIJCOSX def2/J DEFGRID3
* xyz 0 1
O -1.176 1.463 2.919
N -2.923 -0.322 -0.089
O 1.975 2.426 -0.568
O 0.626 0.791 -1.319
C -1.826 0.978 1.993
C -2.041 0.630 -0.312
C -4.609 -2.244 2.551
C -4.341 -1.350 3.676
C -4.110 -1.835 1.288
C -3.422 -0.323 3.547
C -3.386 -0.725 1.180
C -2.962 0.064 2.247
N -1.412 1.245 0.734
N 3.653 0.235 -1.088
C 3.919 -0.330 -2.415
C -0.300 2.226 0.433
C 2.726 -0.197 -3.382
C 0.974 1.514 -0.221
C 1.585 -0.927 -2.761
C 1.746 0.562 0.634
C 1.287 -0.534 -1.302
C 2.509 -0.368 -0.352
H 2.701 1.889 -0.971
H -1.754 0.876 -1.323
H -5.254 -3.136 2.766
H -4.650 -1.675 4.602
H -4.437 -2.372 0.380
H -2.828 0.243 4.299
H 4.468 0.518 -0.609
H 4.306 -1.333 -2.365
H 4.695 0.286 -2.907
H -0.663 2.942 -0.261
H -0.069 2.875 1.278
H 2.552 0.843 -3.594
H 3.038 -0.659 -4.352
H 0.775 -0.724 -3.400
H 1.711 -2.008 -2.748
H 1.082 -0.039 1.374
H 2.453 1.131 1.199
H 0.559 -1.275 -0.922
H 2.825 -1.359 0.162
*
```

Output
- orbital gap (eV) = 9.015
- SMILES = O=c1c2ccccc2ncn1C[C@@]1(O)C[C@@H]2NCCC[C@@H]2O1
- highest occupied orbital energy (eV) = -8.548

Here are the natural (NBO) charges for atoms 1 to 4, given in e: O -0.631; N -0.492; O -0.759; O -0.553



## 2
Below is a single C16H19N3O3 molecule, with properties calculated with ωB97M-V/def2-TZVPD.

ORCA input file:
```
! wB97M-V def2-TZVPD RIJCOSX def2/J DEFGRID3
* xyz 0 1
C -0.663 1.283 -1.469
C -1.359 0.019 -1.112
C 0.557 1.268 -0.578
C 1.547 0.040 -0.748
C 1.611 -0.909 -1.710
C 2.738 -0.110 0.048
C 3.394 -1.213 -0.434
C 3.437 0.712 0.930
C 4.604 -1.707 0.160
C 4.696 0.367 1.364
C 5.247 -0.841 1.057
C -2.682 -1.243 0.571
C -3.986 -1.524 -0.040
C -2.972 -0.809 1.978
C -3.318 0.685 1.767
C -2.193 1.054 0.843
H -0.856 3.236 -1.093
H -1.647 2.855 -2.405
H -0.146 1.290 -2.428
H 1.191 2.078 -0.920
H 0.379 1.330 0.570
H 0.820 -1.284 -2.281
H 3.019 -2.276 -2.170
H 3.180 1.762 1.058
H 5.091 -2.664 -0.295
H 5.280 1.060 1.851
H 6.147 -1.224 1.454
H -1.834 -1.944 0.448
H -2.083 -0.899 2.455
H -3.630 -1.421 2.536
H -3.409 1.265 2.678
H -4.277 0.937 1.257
H -2.292 2.035 0.324
H -1.342 1.353 1.529
H -3.061 -1.276 -1.666
N -1.450 2.505 -1.482
N 2.679 -1.691 -1.411
N -2.022 -0.055 0.063
O -1.396 -0.805 -2.015
O -4.972 -1.705 0.662
O -4.026 -1.532 -1.347
*
```

Output
- orbital gap (eV) = 8.704
- SMILES = N[C@@H](Cc1c[nH]c2ccccc12)C(=O)N1CCC[C@H]1C(=O)O
- highest occupied orbital energy (eV) = -8.172

Here are the natural (NBO) charges for atoms 1 to 4, given in e: C -0.147; C 0.708; C -0.427; C -0.068



Stability ranking, top entry: 1; the second entry is 57.8 kJ/mol less favorable.



## 1
Below is a single Cl2H4Si2 molecule, with properties calculated with ωB97M-V/def2-TZVPD.

ORCA input file:
```
! wB97M-V def2-TZVPD RIJCOSX def2/J DEFGRID3
* xyz 0 1
Si -1.146 -0.120 -0.402
Si 0.973 0.197 0.405
Cl 2.019 1.843 0.030
Cl 2.086 -1.480 -0.340
H -2.047 -1.227 -0.068
H -2.086 0.842 0.280
H -0.837 -0.333 -1.888
H 1.037 0.277 1.983
*
```

Output
- orbital gap (eV) = 10.517
- SMILES = [SiH3][SiH](Cl)Cl
- highest occupied orbital energy (eV) = -10.363

Here are the natural (NBO) charges for atoms 1 to 4, given in e: Si 0.346; Si 0.838; Cl -0.334; Cl -0.390



## 2
Below is 2 unconnected molecules or ions with the total composition Cl2H4Si2, with properties calculated with ωB97M-V/def2-TZVPD.

ORCA input file:
```
! wB97M-V def2-TZVPD RIJCOSX def2/J DEFGRID3
* xyz 0 1
Si 2.259 1.611 1.101
Si -1.012 -0.752 -0.711
Cl -1.177 -2.739 -0.655
Cl 0.642 -0.077 -1.530
H -1.153 -0.120 0.630
H 1.021 2.285 1.133
H 1.744 0.335 1.543
H -2.322 -0.543 -1.510
*
```

Output
- orbital gap (eV) = 7.739
- highest occupied orbital energy (eV) = -8.716

Here are the natural (NBO) charges for atoms 1 to 4, given in e: Si 0.575; Si 1.029; Cl -0.358; Cl -0.337



Stability ranking, top entry: 1; the second entry is 177.0 kJ/mol less favorable.